Molecular formula: C30H33BeBr2Cl3F7LiN2O12S
Method: DFT, ωB97M-V with the def2-TZVPD basis set

Summary:
HOMO-LUMO gap = 1.522 eV
strongest force on any atom = 7.490 eV/Å
highest occupied orbital energy = -5.68 eV
calculated total energy = -267292.369 eV

Element x y z (Å)
C: -2.229 -1.629 -0.931
C: -1.152 -2.365 -1.063
C: 0.098 -3.347 -1.142
C: 1.074 -3.290 -2.429
C: 2.098 -4.478 -1.942
O: 2.635 -5.377 -2.644
N: 2.207 -4.276 -0.452
C: 1.013 -3.600 0.146
S: 1.223 -2.274 1.407
O: -0.067 -1.515 1.689
O: 1.573 -2.979 2.709
C: 2.572 -1.031 1.068
F: 3.436 -1.051 2.225
F: 3.413 -1.344 -0.038
C: 2.064 0.493 0.941
F: 1.431 0.982 2.138
F: 3.241 1.312 0.789
C: 1.098 0.784 -0.307
F: -0.262 1.010 0.063
F: 1.571 2.001 -0.934
F: 1.101 -0.218 -1.310
H: -3.154 -1.015 -0.653
H: -0.427 -4.378 -1.254
H: 0.379 -3.628 -3.270
H: 1.713 -2.354 -2.545
H: 3.138 -3.896 -0.228
H: 0.498 -4.474 0.724
Be: -2.006 -0.684 1.070
Cl: -2.458 0.249 3.104
C: -2.290 1.765 4.040
C: -2.068 1.499 5.515
Cl: -3.515 0.822 6.300
H: -3.183 2.368 3.870
H: -1.433 2.300 3.625
H: -1.837 2.435 6.028
H: -1.238 0.808 5.679
Br: 0.230 -1.827 -4.085
Br: 0.971 4.104 -1.291
Li: 2.217 6.291 -1.942
C: 3.151 -8.707 4.373
C: 3.295 -8.926 3.010
C: 2.440 -8.294 2.106
C: 1.447 -7.438 2.590
C: 1.295 -7.221 3.959
C: 2.150 -7.859 4.850
N: 0.569 -6.754 1.651
O: 0.719 -6.981 0.457
O: -0.276 -5.980 2.109
H: 3.822 -9.197 5.073
H: 4.075 -9.588 2.647
H: 2.563 -8.472 1.045
H: 0.523 -6.562 4.344
H: 2.041 -7.695 5.918
Cl: 0.972 -10.201 1.445
O: 0.885 8.153 0.626
C: 0.765 7.730 1.756
O: 0.858 6.410 1.993
C: 0.900 5.821 3.300
C: -0.497 5.629 3.855
C: 0.424 8.656 2.889
H: 1.545 6.397 3.969
H: 1.375 4.844 3.180
H: -1.018 6.581 3.975
H: -0.460 5.131 4.828
H: -1.099 5.024 3.171
H: -0.652 8.840 2.889
H: 0.952 9.599 2.734
H: 0.732 8.291 3.866
C: -4.546 6.170 -3.049
C: -3.242 5.973 -3.260
C: -2.307 5.692 -2.133
O: -1.126 5.499 -2.360
C: -2.858 5.665 -0.773
C: -4.160 5.864 -0.563
C: -5.099 6.118 -1.692
O: -6.287 6.278 -1.464
O: -4.686 5.844 0.697
O: -2.713 6.020 -4.514
H: -5.235 6.372 -3.858
H: -2.165 5.477 0.037
H: -5.642 6.013 0.582
H: -1.758 5.845 -4.399
C: -0.459 -2.748 -9.562
C: 0.183 -2.490 -8.224
O: -0.377 -1.823 -7.373
C: 1.543 -3.088 -7.979
H: -1.434 -2.257 -9.597
H: 0.167 -2.341 -10.359
H: -0.602 -3.822 -9.704
H: 2.257 -2.695 -8.706
H: 1.488 -4.176 -8.051
H: 1.880 -2.820 -6.976

***

Molecular formula: C30H33Cl2N5PtSb2Se
Method: DFT, ωB97M-V with the def2-TZVPD basis set

Summary:
HOMO-LUMO gap (spin up / spin down) = 4.832 / 4.831 eV
net charge = +4
energy above the lowest of the compared OMol25 structures with the same formula, charge and spin = 207.74 kJ/mol
strongest force on any atom = 2.769 eV/Å
highest occupied orbital energy (spin up / spin down) = -18.52 / -18.52 eV
calculated total energy = -145769.458 eV

Element x y z (Å)
Pt: -0.216 -0.345 -0.826
C: 3.496 -0.464 1.469
Sb: 2.176 0.529 0.166
C: 3.465 0.893 -1.450
C: 2.323 2.520 1.095
C: 1.942 2.526 2.495
C: 2.963 2.361 3.480
C: 2.675 2.446 4.813
C: 1.343 2.641 5.211
C: 0.312 2.738 4.254
C: 0.594 2.709 2.916
C: -0.491 2.906 1.893
Sb: -1.194 1.010 1.183
C: -3.084 1.598 0.498
C: -1.602 0.001 2.968
H: 3.108 -0.493 2.488
H: 4.431 0.101 1.432
H: 3.659 -1.469 1.103
H: 4.124 1.723 -1.189
H: 2.924 1.125 -2.357
H: 4.056 -0.014 -1.594
H: 1.731 3.099 0.391
H: 3.390 2.706 0.951
H: 3.986 2.212 3.150
H: 3.458 2.367 5.558
H: 1.103 2.721 6.265
H: -0.709 2.883 4.596
H: -0.205 3.505 1.036
H: -1.414 3.311 2.318
H: -3.535 2.190 1.297
H: -3.694 0.715 0.306
H: -3.003 2.192 -0.411
H: -2.312 0.648 3.488
H: -0.697 -0.140 3.555
H: -2.063 -0.962 2.752
C: -3.865 -1.003 -3.039
C: -2.681 -0.423 -2.575
N: -1.979 -0.974 -1.590
C: -2.418 -2.143 -1.043
C: -3.565 -2.790 -1.453
C: -4.310 -2.180 -2.485
C: -3.923 -4.038 -0.812
C: -3.153 -4.551 0.170
C: -1.959 -3.858 0.607
C: -1.109 -4.309 1.634
C: 0.004 -3.570 1.971
C: 0.282 -2.386 1.290
N: -0.513 -1.940 0.307
C: -1.617 -2.675 -0.018
H: -4.416 -0.514 -3.832
H: -2.305 0.502 -2.995
H: -5.224 -2.647 -2.837
H: -4.815 -4.557 -1.142
H: -3.409 -5.493 0.641
H: -1.337 -5.231 2.157
H: 0.673 -3.894 2.758
H: 1.145 -1.791 1.538
Se: 0.996 -0.588 -5.213
N: 0.868 1.124 -5.586
C: 0.521 1.714 -4.445
C: 0.267 3.105 -4.254
C: -0.140 3.502 -3.014
C: -0.277 2.573 -1.954
N: -0.014 1.283 -2.056
C: 0.366 0.841 -3.329
N: 0.554 -0.432 -3.478
H: 0.389 3.809 -5.071
H: -0.378 4.541 -2.816
H: -0.619 2.927 -0.989
Cl: 2.406 -2.315 -1.157
C: 2.957 -3.442 -2.517
Cl: 4.017 -2.632 -3.616
H: 2.061 -3.776 -3.019
H: 3.484 -4.254 -2.035

***

Molecular formula: C30H33ClGeN3O3S2Sc
Method: DFT, ωB97M-V with the def2-TZVPD basis set

Summary:
HOMO-LUMO gap = 5.025 eV
energy above the lowest of the compared OMol25 structures with the same formula, charge and spin = 91.69 kJ/mol
strongest force on any atom = 1.199 eV/Å
highest occupied orbital energy = -7.03 eV
calculated total energy = -153669.606 eV

Element x y z (Å)
Sc: 0.619 0.113 -0.162
C: -3.032 -1.033 -1.050
C: -2.287 -2.086 -1.561
C: -1.924 -3.141 -0.733
C: -2.292 -3.137 0.604
C: -3.032 -2.079 1.118
C: -3.407 -1.031 0.290
H: -3.319 -0.213 -1.696
H: -1.976 -2.079 -2.597
H: -1.336 -3.958 -1.131
H: -1.997 -3.954 1.250
H: -3.321 -2.077 2.162
H: -4.008 -0.218 0.681
C: 5.689 -1.893 0.948
C: 5.366 -1.430 2.226
C: 4.288 -0.592 2.415
C: 3.538 -0.208 1.302
C: 3.853 -0.659 0.034
C: 4.936 -1.509 -0.148
N: 2.333 0.540 1.411
N: 2.083 1.010 2.530
C: 0.768 1.530 2.654
C: 0.492 2.304 3.765
C: -0.803 2.769 3.928
C: -1.762 2.423 2.992
C: -1.391 1.640 1.911
N: -0.146 1.198 1.740
H: 6.525 -2.568 0.820
H: 5.954 -1.749 3.076
H: 4.003 -0.254 3.401
H: 3.254 -0.359 -0.817
H: 5.162 -1.872 -1.143
H: 1.283 2.521 4.469
H: -1.059 3.385 4.779
H: -2.786 2.754 3.087
H: -2.105 1.346 1.154
C: -0.532 4.320 -2.862
Ge: 0.239 3.260 -1.407
C: 2.188 3.319 -1.583
C: -0.103 4.256 0.268
C: -0.621 1.491 -1.280
H: -0.080 5.312 -2.893
H: -1.609 4.431 -2.728
H: -0.354 3.828 -3.818
H: 2.509 4.349 -1.403
H: 2.508 3.002 -2.572
H: 2.704 2.675 -0.867
H: 0.144 5.307 0.106
H: 0.523 3.896 1.088
H: -1.148 4.204 0.579
H: -0.718 1.089 -2.293
H: -1.628 1.733 -0.916
C: 5.502 1.125 -3.057
O: 4.128 1.005 -2.698
C: 3.382 0.031 -3.266
S: 4.036 -1.069 -4.317
S: 1.723 0.116 -2.834
H: 5.874 1.967 -2.477
H: 5.604 1.315 -4.124
H: 6.054 0.216 -2.817
Cl: 4.745 -7.067 0.158
C: 3.660 -5.711 0.169
C: 3.334 -5.096 -1.031
C: 2.478 -4.009 -1.018
C: 1.958 -3.553 0.190
C: 2.296 -4.177 1.384
C: 3.148 -5.268 1.380
C: 1.124 -2.330 0.201
O: 0.781 -1.731 1.256
O: 0.820 -1.810 -0.922
H: 3.758 -5.459 -1.958
H: 2.229 -3.488 -1.935
H: 1.894 -3.793 2.313
H: 3.425 -5.770 2.296

***

Molecular formula: C30H33F2IrN6O2
Method: DFT, ωB97M-V with the def2-TZVPD basis set

Summary:
HOMO-LUMO gap (spin up / spin down) = 4.544 / 3.757 eV
expectation value of S² = 1.1713
net charge = -1
energy above the lowest of the compared OMol25 structures with the same formula, charge and spin = 165.88 kJ/mol
strongest force on any atom = 2.793 eV/Å
multiplicity = 2
highest occupied orbital energy (spin up / spin down) = -2.39 / -1.60 eV
calculated total energy = -52955.140 eV

Element x y z (Å)
Ir: -0.172 -0.005 0.239
F: 1.917 0.691 5.836
C: 0.951 0.978 4.934
C: 0.587 0.033 4.013
C: -0.404 0.325 3.056
C: -1.033 1.621 3.050
C: -0.628 2.501 4.060
F: -1.163 3.746 4.151
C: 0.350 2.228 4.988
C: -2.035 1.933 2.059
C: -3.058 2.874 2.282
C: -4.036 3.094 1.346
C: -4.012 2.348 0.161
C: -2.980 1.457 -0.007
N: -2.002 1.255 0.879
H: 1.065 -0.936 4.020
H: 0.635 2.974 5.715
H: -3.093 3.402 3.220
H: -4.831 3.806 1.531
H: -4.778 2.457 -0.594
H: -2.924 0.851 -0.904
N: -0.786 -1.709 -1.483
C: 0.216 -2.758 -1.700
C: 0.495 -3.083 -3.174
C: 1.019 -1.950 -4.076
C: 2.544 -2.007 -4.304
N: 3.367 -1.494 -3.218
C: 3.361 -0.193 -2.893
N: 3.699 0.170 -1.660
N: 3.214 0.746 -3.837
C: 1.559 -2.442 -0.983
O: 2.508 -3.210 -1.242
O: 1.624 -1.424 -0.242
H: -1.636 -2.107 -1.106
H: -1.018 -1.244 -2.351
H: -0.147 -3.684 -1.245
H: -0.427 -3.488 -3.602
H: 1.233 -3.886 -3.170
H: 0.762 -0.967 -3.666
H: 0.544 -2.029 -5.056
H: 2.801 -1.462 -5.217
H: 2.842 -3.044 -4.453
H: 3.401 -2.126 -2.409
H: 3.295 -0.420 -0.920
H: 3.609 1.168 -1.459
H: 2.810 0.456 -4.711
H: 2.875 1.658 -3.486
C: -0.768 -0.695 2.115
C: -1.569 -1.813 2.417
C: -2.439 -1.827 3.550
C: -3.256 -2.904 3.814
C: -3.245 -4.036 2.999
C: -2.394 -4.056 1.892
C: -1.589 -2.977 1.599
H: -2.469 -0.949 4.186
H: -3.919 -2.879 4.673
H: -3.879 -4.886 3.221
H: -2.358 -4.940 1.262
H: -0.909 -3.006 0.757
C: -0.590 1.889 -2.786
C: 0.493 2.385 -1.879
C: 1.423 3.390 -2.133
C: 2.213 3.498 -0.958
C: 1.728 2.553 -0.069
C: 2.145 2.254 1.338
N: 0.689 1.865 -0.638
H: -1.187 2.720 -3.170
H: -1.246 1.225 -2.221
H: -0.197 1.346 -3.654
H: 1.460 4.034 -3.003
H: 3.028 4.190 -0.797
H: 3.144 2.637 1.554
H: 2.122 1.174 1.509
H: 1.448 2.705 2.048

***

Molecular formula: C30H33F6N3O18
Method: DFT, ωB97M-V with the def2-TZVPD basis set

Summary:
HOMO-LUMO gap = 8.412 eV
structure (SMILES) = O=C1OC[C@@H](F)O1.O=C1OC[C@@H](F)O1.O=C1OC[C@@H](F)O1.O=C1OC[C@@H](F)O1.O=C1OC[C@@H](F)O1.O=C1OC[C@@H](F)O1.c1cc[nH]c1.c1cc[nH]c1.c1cc[nH]c1
energy above the lowest of the compared OMol25 structures with the same formula, charge and spin = 120.90 kJ/mol
strongest force on any atom = 4.844 eV/Å
highest occupied orbital energy = -8.16 eV
calculated total energy = -89274.879 eV

Element x y z (Å)
O: 15.456 16.218 14.719
C: 15.727 15.208 15.262
O: 16.346 15.103 16.438
C: 16.622 13.677 16.693
C: 15.570 13.000 15.824
F: 14.439 12.825 16.556
O: 15.351 13.912 14.810
H: 17.656 13.510 16.407
H: 16.532 13.498 17.800
H: 15.925 12.098 15.306
O: 9.453 9.014 9.522
C: 10.370 9.444 8.884
O: 11.552 8.864 8.701
C: 12.418 9.703 7.987
C: 11.477 10.731 7.379
F: 11.070 10.223 6.116
O: 10.339 10.625 8.167
H: 13.190 10.144 8.610
H: 12.925 9.223 7.133
H: 11.674 11.759 7.183
O: 7.922 5.966 14.967
C: 8.129 6.598 13.996
O: 7.537 6.426 12.813
C: 8.162 7.283 11.855
C: 8.829 8.294 12.761
F: 7.948 9.373 12.844
O: 8.958 7.677 13.960
H: 8.757 6.643 11.196
H: 7.470 7.809 11.184
H: 9.800 8.594 12.321
O: 12.888 12.933 8.245
C: 13.526 13.403 9.157
O: 13.090 14.132 10.105
C: 14.157 14.455 10.984
C: 15.362 13.721 10.357
F: 15.585 12.559 11.100
O: 14.896 13.348 9.105
H: 14.413 15.541 10.979
H: 13.967 13.967 11.958
H: 16.320 14.232 10.257
O: 16.716 8.954 16.368
C: 15.722 8.653 16.954
O: 14.958 7.579 16.688
C: 13.704 7.673 17.472
C: 14.112 8.752 18.518
F: 14.465 8.145 19.702
O: 15.165 9.453 17.959
H: 12.937 8.083 16.896
H: 13.521 6.668 17.865
H: 13.264 9.460 18.581
O: 13.301 10.608 11.021
C: 13.076 10.423 12.185
O: 12.597 9.301 12.708
C: 12.248 9.633 14.116
C: 13.064 10.894 14.397
F: 14.290 10.563 15.052
O: 13.280 11.325 13.120
H: 11.196 9.901 14.187
H: 12.409 8.809 14.786
H: 12.571 11.711 14.967
C: 10.325 9.336 18.011
C: 9.757 9.228 16.675
C: 9.747 10.499 16.158
N: 10.437 11.329 16.996
C: 10.805 10.686 18.130
H: 10.425 8.554 18.774
H: 9.460 8.303 16.236
H: 9.216 10.960 15.299
H: 10.537 12.296 16.684
H: 11.533 11.119 18.840
C: 10.925 13.879 14.586
C: 10.664 13.122 13.373
C: 9.287 13.306 13.114
N: 8.788 14.023 14.143
C: 9.733 14.401 14.995
H: 11.833 14.215 15.111
H: 11.359 12.697 12.691
H: 8.608 12.874 12.395
H: 7.890 14.508 14.139
H: 9.455 15.092 15.775
C: 16.243 8.560 11.469
C: 16.524 8.652 12.908
C: 17.527 9.564 13.050
N: 17.865 10.016 11.872
C: 17.134 9.451 10.856
H: 15.512 7.862 11.020
H: 16.062 8.119 13.727
H: 17.855 10.006 13.953
H: 18.667 10.621 11.815
H: 17.370 9.764 9.807

***

Molecular formula: C30H33InN4O6
Method: DFT, ωB97M-V with the def2-TZVPD basis set

Summary:
HOMO-LUMO gap = 7.216 eV
net charge = +2
energy above the lowest of the compared OMol25 structures with the same formula, charge and spin = 0.00 kJ/mol
strongest force on any atom = 2.717 eV/Å
highest occupied orbital energy = -12.33 eV
calculated total energy = -55051.925 eV

Element x y z (Å)
In: -0.283 -0.782 0.558
O: 1.649 0.021 -0.061
C: 1.955 0.265 1.167
O: 1.236 -0.172 2.124
C: 3.096 1.129 1.421
C: 3.562 1.493 2.694
C: 4.627 2.375 2.876
C: 5.130 3.007 1.766
O: 6.016 4.051 1.630
C: 6.105 4.316 0.229
O: 5.125 3.506 -0.453
C: 4.611 2.656 0.512
C: 3.691 1.681 0.308
H: 3.128 1.109 3.633
H: 5.005 2.597 3.864
H: 7.104 4.009 -0.086
H: 5.842 5.351 0.009
H: 3.326 1.440 -0.679
C: -4.111 1.971 -2.803
N: -4.214 1.006 -1.646
C: -4.322 1.793 -0.353
C: -3.071 0.067 -1.632
C: -3.264 -1.005 -0.527
C: -4.361 -1.898 -0.705
C: -4.762 -2.751 0.283
C: -3.998 -2.846 1.470
C: -2.877 -2.020 1.579
C: -2.418 -1.181 0.562
H: -4.850 2.812 -2.640
H: -4.310 1.413 -3.740
H: -3.144 2.425 -2.798
H: -5.087 0.472 -1.773
H: -3.381 2.266 -0.167
H: -4.551 1.139 0.447
H: -5.110 2.559 -0.443
H: -2.159 0.661 -1.420
H: -2.961 -0.366 -2.644
H: -4.871 -1.930 -1.658
H: -5.619 -3.389 0.112
H: -4.201 -3.537 2.296
H: -2.276 -2.046 2.497
C: -0.558 4.046 1.422
N: -0.217 3.859 0.000
C: 0.224 4.915 -0.770
C: 0.632 4.690 -2.042
C: 0.507 3.346 -2.541
N: 0.014 2.340 -1.792
C: -0.389 2.555 -0.508
O: -0.822 1.663 0.275
N: 0.815 3.037 -3.809
H: -1.626 4.293 1.460
H: 0.021 4.840 1.939
H: -0.378 3.105 1.886
H: 0.256 5.898 -0.288
H: 0.995 5.539 -2.647
H: 1.329 3.689 -4.358
H: 0.648 2.085 -4.161
C: 2.670 -3.470 1.339
C: 1.328 -3.755 0.742
O: 0.585 -2.843 0.311
C: 0.865 -5.103 0.707
C: -0.401 -5.327 0.091
C: -0.819 -6.592 -0.217
C: -0.009 -7.724 -0.038
C: 1.227 -7.542 0.617
C: 1.673 -6.245 0.976
H: 2.963 -2.431 1.300
H: 3.402 -4.122 0.829
H: 2.707 -3.873 2.375
H: -1.003 -4.487 -0.217
H: -1.796 -6.789 -0.661
H: -0.331 -8.711 -0.368
H: 1.837 -8.410 0.874
H: 2.645 -6.147 1.470

***

The lowest calculated total energy belongs to which entry?
C30H33BeBr2Cl3F7LiN2O12S